Entry from OMol25: a molecular structure, C33H72N6PSSi4Sm in a non-equilibrium geometry (wB97M-V/def2-TZVPD).

## Properties
<S²>: 9.088
Energy above the lowest of the compared OMol25 structures with the same formula, charge and spin: 73.4 kcal/mol
Gap between HOMO and LUMO (spin up / spin down): 2.94 / 2.91 eV

Geometry as ORCA input:
```
! RIJCOSX wB97M-V def2-TZVPD def2/J DEFGRID3
* xyz 2 6
Sm -18.54 6.13 5.03
C -18.31 7.05 8.09
C -19.39 5.99 8.14
N -19.17 4.91 7.16
C -18.12 3.94 7.49
C -16.79 4.22 6.81
C -15.79 3.31 7.05
C -14.54 3.54 6.42
C -14.44 4.69 5.62
C -15.53 5.55 5.40
C -15.39 6.79 4.61
N -16.54 7.63 4.31
C -16.75 8.85 5.14
C -17.05 8.55 6.60
N -18.30 7.74 6.81
N -16.66 5.28 6.00
H -17.34 6.56 8.34
H -18.52 7.71 8.95
H -20.39 6.41 7.96
H -19.36 5.56 9.19
H -20.07 4.42 7.06
H -18.40 2.87 7.36
H -17.93 3.98 8.58
H -15.95 2.36 7.60
H -13.72 2.86 6.67
H -13.46 4.98 5.20
H -14.93 6.56 3.62
H -14.60 7.38 5.15
H -16.61 7.83 3.30
H -17.58 9.47 4.72
H -15.80 9.44 5.16
H -17.12 9.48 7.12
H -16.16 7.97 7.01
H -19.04 8.40 6.89
C -21.34 12.37 8.89
Si -22.78 11.20 8.63
C -22.62 9.92 10.04
C -24.43 12.05 8.77
Si -22.51 10.14 6.52
Si -24.53 9.31 5.86
C -25.22 8.43 7.41
C -25.76 10.61 5.37
C -24.43 8.00 4.56
Si -21.94 11.91 5.17
C -20.20 12.52 5.63
C -23.15 13.33 5.44
C -22.11 11.36 3.28
H -21.33 12.73 9.92
H -21.24 13.27 8.25
H -20.39 11.80 8.76
H -22.83 10.50 10.96
H -21.58 9.49 10.10
H -23.28 9.06 9.87
H -24.35 12.89 9.44
H -25.32 11.44 9.04
H -24.66 12.50 7.77
H -25.19 8.99 8.34
H -24.71 7.48 7.61
H -26.30 8.29 7.20
H -25.91 11.40 6.12
H -26.75 10.07 5.10
H -25.42 11.12 4.45
H -23.86 7.15 4.90
H -23.93 8.35 3.69
H -25.41 7.58 4.32
H -19.61 11.74 6.07
H -20.26 13.37 6.32
H -19.73 12.93 4.74
H -22.74 14.07 6.10
H -24.19 13.00 5.77
H -23.34 13.87 4.50
H -21.11 10.91 3.09
H -22.31 12.25 2.63
H -22.89 10.61 3.12
C -18.48 5.77 -0.11
C -18.44 4.69 1.05
C -16.99 4.56 1.60
P -19.60 5.12 2.48
C -21.10 6.08 1.80
C -22.56 5.51 1.83
C -21.03 7.53 2.36
C -20.38 3.49 2.85
C -19.44 2.25 2.85
C -20.97 3.52 4.27
H -17.56 5.69 -0.74
H -18.48 6.79 0.31
H -19.33 5.65 -0.72
H -18.78 3.76 0.59
H -16.84 3.75 2.34
H -16.71 5.53 2.04
H -16.32 4.36 0.77
H -20.83 6.16 0.73
H -23.06 5.59 2.77
H -22.60 4.50 1.48
H -23.04 6.17 1.12
H -21.51 7.55 3.34
H -21.59 8.23 1.69
H -20.02 7.88 2.44
H -21.15 3.36 2.10
H -18.93 2.19 1.88
H -18.72 2.15 3.69
H -20.01 1.30 2.91
H -21.39 2.51 4.51
H -21.74 4.28 4.44
H -20.18 3.63 5.00
C -17.95 12.74 0.15
N -16.96 11.75 -0.27
C -16.06 11.88 -1.36
C -15.35 10.73 -1.38
N -15.78 9.90 -0.35
C -16.78 10.54 0.36
S -17.69 9.82 1.55
H -18.78 12.77 -0.56
H -17.46 13.74 0.13
H -18.24 12.43 1.16
H -16.07 12.79 -1.95
H -14.58 10.46 -2.12
H -15.41 9.01 -0.07
*
```

Entry from OMol25: a molecular structure, C45H68BN8NiP2 (wB97M-V/def2-TZVPD).

## Properties
Energy above the lowest of the compared OMol25 structures with the same formula, charge and spin: 2.5 kcal/mol
Gap between HOMO and LUMO: 7.26 eV

Geometry as ORCA input:
```
! RIJCOSX wB97M-V def2-TZVPD def2/J DEFGRID3
* xyz 1 1
Ni 0.17 0.90 -0.63
C 1.65 -5.57 -0.78
C 0.69 -4.75 0.08
C 0.33 -5.56 1.33
C -0.60 -4.56 -0.73
P 1.21 -3.00 0.62
C 1.99 -2.49 -1.00
N 2.54 -1.15 -1.12
B 1.99 0.16 -0.87
N 3.14 1.03 -0.90
C 3.08 2.43 -0.58
P 1.28 2.78 -0.69
C 0.99 4.08 0.60
C 0.97 3.32 1.94
C -0.35 4.80 0.40
C 2.10 5.14 0.67
C 1.09 3.45 -2.43
C -0.39 3.48 -2.82
C 1.80 2.48 -3.39
C 1.70 4.84 -2.61
C 4.28 0.32 -1.22
C 5.59 0.75 -1.38
C 6.54 -0.20 -1.72
C 6.19 -1.53 -1.89
C 4.87 -1.96 -1.72
C 3.91 -1.02 -1.38
C 2.67 -3.12 1.81
C 3.34 -1.73 1.87
C 3.75 -4.15 1.50
C 2.09 -3.38 3.21
H 1.13 -6.48 -1.09
H 2.54 -5.88 -0.24
H 1.95 -5.06 -1.69
H -0.15 -6.49 1.03
H -0.37 -5.02 1.98
H 1.21 -5.82 1.92
H -1.09 -5.53 -0.86
H -0.41 -4.15 -1.72
H -1.30 -3.91 -0.21
H 1.27 -2.69 -1.80
H 2.81 -3.19 -1.16
H 3.64 3.04 -1.29
H 3.46 2.64 0.42
H 0.22 2.52 1.95
H 0.75 4.01 2.75
H 1.95 2.87 2.15
H -1.18 4.11 0.31
H -0.33 5.45 -0.48
H -0.54 5.44 1.27
H 3.10 4.70 0.76
H 1.94 5.75 1.55
H 2.10 5.80 -0.19
H -0.78 2.46 -2.90
H -0.49 3.95 -3.80
H -1.01 4.03 -2.11
H 1.43 1.46 -3.29
H 2.88 2.46 -3.25
H 1.61 2.81 -4.41
H 1.12 5.61 -2.10
H 1.71 5.09 -3.67
H 2.73 4.89 -2.25
H 5.86 1.79 -1.24
H 7.57 0.10 -1.86
H 6.94 -2.26 -2.16
H 4.64 -3.00 -1.87
H 3.96 -1.54 0.99
H 3.98 -1.70 2.75
H 2.60 -0.93 1.97
H 4.15 -4.04 0.49
H 3.40 -5.17 1.63
H 4.58 -4.00 2.19
H 1.41 -2.58 3.50
H 2.91 -3.40 3.93
H 1.57 -4.34 3.28
N -9.72 2.26 -4.07
C -8.74 2.20 -3.48
C -7.50 2.13 -2.74
C -6.61 1.09 -2.99
C -5.43 1.02 -2.28
C -5.13 1.99 -1.34
C -6.02 3.03 -1.08
C -7.21 3.10 -1.78
N -3.91 1.92 -0.62
C -3.72 2.09 0.73
C -2.39 1.87 0.96
N -1.77 1.57 -0.23
C -2.71 1.60 -1.15
H -6.85 0.35 -3.73
H -4.74 0.19 -2.45
H -5.76 3.79 -0.36
H -7.91 3.90 -1.60
H -4.53 2.32 1.40
H -1.86 1.85 1.89
H -2.57 1.43 -2.20
N -0.70 -0.66 -1.27
C -1.55 -1.34 -1.62
C -2.69 -2.06 -2.11
C -2.81 -2.30 -3.48
C -3.95 -2.94 -3.95
C -4.94 -3.33 -3.06
C -4.81 -3.10 -1.70
C -3.68 -2.46 -1.22
H -2.03 -1.99 -4.16
H -4.06 -3.13 -5.01
H -5.83 -3.84 -3.44
H -5.58 -3.42 -1.02
H -3.56 -2.27 -0.16
C -0.76 1.58 4.84
C -0.08 0.21 4.80
C 0.98 0.12 5.90
C -1.12 -0.90 4.99
N 0.64 -0.03 3.54
N -0.26 0.05 2.40
H -1.29 1.72 5.79
H -1.47 1.69 4.03
H -0.01 2.38 4.76
H 0.53 0.31 6.88
H 1.77 0.85 5.74
H 1.43 -0.87 5.91
H -1.55 -0.85 5.99
H -0.66 -1.87 4.86
H -1.94 -0.80 4.27
H 1.29 0.74 3.43
H -0.68 -0.87 2.33
H 0.36 0.06 1.58
*
```

Entry from OMol25: a molecular structure, C52H36BrCoF4N8O2Te (wB97M-V/def2-TZVPD).

## Properties
<S²>: 8.833
Energy above the lowest of the compared OMol25 structures with the same formula, charge and spin: 0.0 kcal/mol
Gap between HOMO and LUMO (spin up / spin down): 4.41 / 4.67 eV

Geometry as ORCA input:
```
! RIJCOSX wB97M-V def2-TZVPD def2/J DEFGRID3
* xyz 1 6
Co -1.41 -0.88 -1.59
Br 6.64 -2.87 0.70
C 5.58 -3.82 -0.52
C 4.22 -4.02 -0.26
C 3.46 -4.72 -1.17
C 4.05 -5.22 -2.34
C 5.41 -5.05 -2.57
C 6.18 -4.34 -1.67
N 3.34 -5.93 -3.30
N 2.10 -6.05 -3.31
C 1.14 -5.17 -3.17
C -0.18 -5.69 -3.02
C -1.23 -4.92 -2.63
C -1.03 -3.52 -2.39
O -1.94 -2.78 -1.96
C 0.30 -2.94 -2.70
N 0.38 -1.60 -2.56
C 1.50 -0.99 -2.92
C 2.59 -1.70 -3.44
C 2.53 -3.07 -3.54
C 1.36 -3.73 -3.13
H 3.79 -3.63 0.65
H 2.41 -4.90 -0.96
H 5.85 -5.47 -3.46
H 7.23 -4.20 -1.84
H -0.31 -6.76 -3.17
H -2.22 -5.33 -2.48
H 1.52 0.08 -2.82
H 3.47 -1.16 -3.76
H 3.36 -3.62 -3.95
C 3.35 -3.78 5.49
C 2.77 -3.01 4.34
C 3.54 -2.09 3.64
C 3.02 -1.33 2.60
C 3.92 -0.35 1.89
C 1.67 -1.49 2.29
Te 1.07 -0.20 0.72
N -0.85 -0.40 0.21
C -1.66 -0.10 1.28
O -1.21 0.09 2.39
C -3.13 0.04 1.01
C -3.85 0.91 1.82
C -5.19 1.14 1.57
C -5.83 0.48 0.54
C -5.13 -0.42 -0.25
C -3.78 -0.63 -0.02
C 1.15 1.75 1.48
C 1.22 2.10 2.83
C 1.16 1.13 3.98
C 1.36 3.45 3.13
C 1.43 4.43 2.16
C 1.58 5.88 2.52
C 1.34 4.04 0.82
C 1.20 2.71 0.46
C 1.11 2.37 -1.01
C 0.87 -2.44 2.92
C -0.56 -2.73 2.57
C 1.45 -3.18 3.95
H 4.40 -4.01 5.32
H 2.82 -4.71 5.65
H 3.29 -3.19 6.40
H 4.59 -1.96 3.90
H 4.95 -0.48 2.23
H 3.64 0.69 2.09
H 3.92 -0.50 0.81
H -3.33 1.42 2.62
H -5.74 1.84 2.19
H -6.88 0.66 0.35
H -5.63 -0.96 -1.05
H -3.29 -1.41 -0.61
H 0.52 0.28 3.78
H 0.78 1.64 4.86
H 2.16 0.76 4.23
H 1.42 3.74 4.18
H 1.49 6.04 3.59
H 0.82 6.48 2.02
H 2.55 6.25 2.20
H 1.37 4.79 0.05
H 0.94 3.27 -1.59
H 0.29 1.69 -1.23
H 2.05 1.93 -1.36
H -0.79 -2.49 1.53
H -1.24 -2.16 3.20
H -0.77 -3.79 2.73
H 0.84 -3.92 4.46
F -2.74 5.61 -4.40
C -3.53 5.14 -3.43
C -4.61 5.90 -3.05
F -4.80 7.07 -3.67
C -5.52 5.49 -2.05
C -5.21 4.24 -1.46
C -4.12 3.50 -1.84
F -3.90 2.34 -1.20
C -3.23 3.91 -2.84
C -2.09 3.11 -3.23
C -1.96 1.79 -2.88
N -1.84 0.66 -2.62
C -0.96 3.60 -3.93
N 0.01 3.95 -4.44
F -5.99 3.75 -0.49
C -6.65 6.26 -1.66
C -7.04 7.45 -2.32
N -7.42 8.41 -2.83
C -7.49 5.90 -0.57
N -8.19 5.65 0.31
*
```

Entry from OMol25: a molecular structure, C18H40BNaO8P2 in a non-equilibrium geometry (wB97M-V/def2-TZVPD).

## Properties
Gap between HOMO and LUMO: 4.17 eV

Geometry as ORCA input:
```
! RIJCOSX wB97M-V def2-TZVPD def2/J DEFGRID3
* xyz 0 1
C -2.79 -4.04 -0.96
C -2.87 -3.96 0.57
C -1.74 -4.72 1.28
C -0.45 -3.89 1.45
C -0.03 -3.71 2.91
C 0.58 -2.34 3.24
C 1.59 -1.78 2.21
C 1.18 -0.41 1.69
C 2.28 0.31 0.93
C 1.96 1.62 0.13
C 3.05 2.66 0.38
C 3.31 3.63 -0.75
O 2.25 4.54 -1.00
O 2.03 1.26 -1.26
B 0.68 0.97 -1.77
C 0.46 -0.54 -2.40
C 1.37 -1.63 -1.87
O 2.70 -1.43 -2.34
C 0.17 2.09 -2.90
O -1.04 1.63 -3.56
C -2.17 1.92 -2.80
C -2.74 0.63 -2.22
O -0.22 1.18 -0.54
C 0.49 2.12 0.17
P -0.27 2.47 1.84
P -0.63 4.60 1.91
O 0.35 5.45 1.24
O -2.14 4.88 1.43
O -0.68 4.84 3.50
H -3.79 -4.19 -1.38
H -2.34 -3.14 -1.38
H -2.19 -4.89 -1.27
H -2.82 -2.93 0.90
H -3.83 -4.36 0.90
H -1.52 -5.61 0.69
H -2.10 -5.07 2.24
H 0.34 -4.43 0.93
H -0.55 -2.93 0.95
H -0.93 -3.82 3.52
H 0.64 -4.51 3.24
H -0.24 -1.63 3.32
H 1.05 -2.35 4.22
H 1.73 -2.48 1.39
H 2.56 -1.69 2.69
H 0.29 -0.53 1.07
H 0.89 0.18 2.55
H 2.73 -0.35 0.20
H 3.07 0.53 1.66
H 2.87 3.21 1.31
H 3.99 2.13 0.52
H 3.57 3.07 -1.65
H 4.19 4.21 -0.48
H 1.83 4.27 -1.82
H 0.65 -0.50 -3.47
H -0.55 -0.90 -2.22
H 1.02 -2.60 -2.25
H 1.31 -1.70 -0.78
H 3.31 -1.94 -1.81
H 0.91 2.28 -3.68
H -0.07 3.07 -2.47
H -2.93 2.42 -3.42
H -1.95 2.56 -1.96
H -3.82 0.57 -2.34
H -2.27 -0.23 -2.70
H -2.55 0.55 -1.15
H 0.51 3.08 -0.36
H -1.59 2.02 1.65
H -2.24 5.83 1.30
H -1.22 5.60 3.71
Na -4.63 -1.15 -2.89
*
```

Entry from OMol25: CH3N3O2S in the gas phase in a non-equilibrium geometry (wB97M-V/def2-TZVPD).

## Properties
Energy above the lowest of the compared OMol25 structures with the same formula, charge and spin: 168.5 kcal/mol
Gap between HOMO and LUMO (spin up / spin down): 6.82 / 8.62 eV

Geometry as ORCA input:
```
! RIJCOSX wB97M-V def2-TZVPD def2/J DEFGRID3
* xyz 0 1
C 0.64 0.55 0.24
N -0.67 -1.40 -0.50
N 0.49 -1.93 -0.50
N -0.64 0.20 -0.52
O 0.69 -3.02 -1.07
O -1.61 0.89 -0.27
S 1.76 -0.93 0.20
H 1.09 1.25 -0.54
H 0.68 0.94 1.34
H -1.43 -1.81 -1.01
*
```